Below is a 3-piece molecular cluster, C2H10NO4 overall in a non-equilibrium geometry, with properties calculated with ωB97M-V/def2-TZVPD.

Each line ends with the natural charge from an NBO analysis.
CARTESIAN COORDINATES (ANGSTROEM)
O -1.81093 -2.58304 -1.18045  -0.49
C -1.14505 -1.59817 -1.03338  0.74
O -1.58155 -0.43267 -1.53561  -0.69
C 0.33516 -1.53689 -0.58898  -0.33
N 0.57568 -0.55860 0.58170  -0.68
H -2.16916 -0.62794 -2.30164  0.53
H 0.72512 -2.52314 -0.23639  0.26
H 0.81867 -1.11650 -1.50909  0.27
H 1.43724 -0.85158 1.07613  0.45
H 0.70149 0.35182 0.15828  0.47
H -0.19214 -0.72652 1.25874  0.46
H -2.59315 2.83766 1.45292  0.48
H -3.12789 1.49688 1.93452  0.48
O -2.55882 1.89363 1.26360  -0.96
H 5.81363 3.24960 2.32869  0.48
H 5.09300 3.97015 1.10358  0.48
O 5.30841 3.13627 1.52159  -0.96

The charge is +1. Its orbital gap is 0.355 Ha. The energy relative to the best compared isomer or geometry (same formula, charge and spin) comes out at 1.524 eV. The calculation puts the maximum force at 2.177 eV/A. Its HOMO energy is -0.5079 Eh. As for the total energy: -437.65039 a.u. The molar mass comes out at 112.10 g/mol.

Below is a 3-piece molecular cluster, C2H10NOS2 overall in a non-equilibrium geometry, with properties calculated with ωB97M-V/def2-TZVPD.

Each line ends with the natural charge from an NBO analysis.
CARTESIAN COORDINATES (ANGSTROEM)
N 0.59788 0.53137 -0.81994  -0.69
C 0.99503 -0.56797 -1.61440  -0.24
C 0.49566 -1.91022 -0.99645  -0.57
S -1.25013 -1.82607 -0.50908  0.32
S -0.07626 -0.90104 2.02802  -0.09
H 1.39030 -0.86935 2.19870  0.22
H 0.03876 0.29281 0.01470  0.40
H 1.24042 1.43608 -0.84548  0.44
H 0.46233 -0.49465 -2.61232  0.24
H 2.14111 -0.67044 -1.82397  0.24
H 1.07491 -2.09941 -0.04134  0.24
H 0.81051 -2.64793 -1.68651  0.28
H -1.21385 -1.95921 1.00718  0.21
H -2.04410 3.33900 1.32642  0.47
H -2.67825 4.28962 2.48750  0.49
O -1.98432 4.05743 1.88698  -0.97

The charge is +1. Its orbital gap is 0.188 Ha. The energy relative to the best compared isomer or geometry (same formula, charge and spin) comes out at 6.646 eV. The calculation puts the maximum force at 3.693 eV/A. Its HOMO energy is -0.5110 Eh. As for the total energy: -1008.09442 a.u. The molar mass comes out at 128.24 g/mol.

Below is a 2-piece molecular cluster, C2H10NOS2 overall in a non-equilibrium geometry, with properties calculated with ωB97M-V/def2-TZVPD.

Each line ends with the natural charge from an NBO analysis.
CARTESIAN COORDINATES (ANGSTROEM)
N 0.37201 0.71100 1.38695  -0.67
C 0.53237 -0.43460 0.41416  -0.23
C -0.81212 -0.80752 -0.19035  -0.57
S -0.60914 -2.38881 -1.03347  0.12
S -2.57226 -2.70093 -1.53777  -0.11
H 0.20836 1.55882 0.82215  0.46
H -0.32111 0.62572 2.12622  0.44
H 1.27521 0.89715 1.84039  0.45
H 1.27592 -0.11670 -0.31854  0.25
H 0.99352 -1.25066 0.98276  0.23
H -1.14339 -0.05489 -0.89093  0.23
H -1.54862 -0.90850 0.60361  0.23
H -2.37269 -4.00844 -1.75933  0.17
H 0.79985 3.12534 -0.91458  0.49
H 2.34577 3.11509 -0.93173  0.51
O 1.57633 2.63792 -0.59956  -0.99

The charge is +1. Its orbital gap is 0.289 Ha. The energy relative to the best compared isomer or geometry (same formula, charge and spin) comes out at 0.699 eV. The calculation puts the maximum force at 1.553 eV/A. Its HOMO energy is -0.4215 Eh. As for the total energy: -1008.31296 a.u. The molar mass comes out at 128.24 g/mol.

Below is a 2-piece molecular cluster, C2H10NOS2 overall in a non-equilibrium geometry, with properties calculated with ωB97M-V/def2-TZVPD.

Each line ends with the natural charge from an NBO analysis.
CARTESIAN COORDINATES (ANGSTROEM)
N 1.41370 -0.90059 1.04553  -0.71
C 0.14438 -0.41517 1.69122  -0.25
C -0.82667 0.14018 0.69431  -0.49
S -0.57706 -0.84961 -0.94072  0.02
S -1.53672 0.60059 -2.23104  -0.08
H 2.07578 -0.06263 1.04517  0.48
H 1.19893 -1.14800 0.09650  0.44
H 1.80382 -1.64129 1.72534  0.45
H 0.44680 0.28106 2.52898  0.26
H -0.22212 -1.39474 2.00940  0.21
H -1.89556 0.24084 0.96108  0.27
H -0.49188 1.09063 0.43020  0.22
H -2.81948 0.85094 -1.93771  0.16
H 3.19104 1.11464 2.97036  0.50
H 2.93255 2.24330 1.95428  0.51
O 2.72481 1.29546 2.16658  -0.98

The charge is +1. Its orbital gap is 0.327 Ha. The energy relative to the best compared isomer or geometry (same formula, charge and spin) comes out at 1.340 eV. The calculation puts the maximum force at 3.688 eV/A. Its HOMO energy is -0.4677 Eh. As for the total energy: -1008.28943 a.u. The molar mass comes out at 128.24 g/mol.

Below is an isolated ion of composition C2H10NOSi and charge +1 in a non-equilibrium geometry, with properties calculated with ωB97M-V/def2-TZVPD.

Each line ends with the Löwdin charge.
CARTESIAN COORDINATES (ANGSTROEM)
C 1.78516 1.22025 -0.65477  -0.02
C -0.05838 -0.62742 -0.23885  -0.33
N 0.56895 0.51119 -1.15634  0.03
O -0.57970 -0.07835 0.78838  -0.20
Si -1.92631 -0.78620 1.68030  0.62
H 1.70693 2.30930 -0.68274  0.10
H 2.02123 0.91125 0.35034  0.08
H 2.73533 0.84916 -1.28066  0.16
H -0.78780 -1.14014 -1.02762  0.17
H 0.67843 -1.38484 0.10269  0.17
H -0.24217 1.15831 -1.23772  0.17
H 0.79791 0.29206 -2.11864  0.16
H -3.26442 -0.09458 1.34350  0.01
H -2.12967 -2.21047 1.23671  -0.04
H -1.30549 -0.92950 2.89542  -0.10

The charge is +1. Its orbital gap (spin up / spin down) is 0.169 / 0.212 Ha. As for the spin multiplicity: 3. The energy relative to the best compared isomer or geometry (same formula, charge and spin) comes out at 3.059 eV. The calculation puts the maximum force at 5.393 eV/A. Its HOMO energy (spin up / spin down) is -0.2942 / -0.5595 Eh. As for the total energy: -501.13189 a.u. The molar mass comes out at 92.19 g/mol.

Below is a 2-piece molecular cluster, C2H10NS overall in a non-equilibrium geometry, with properties calculated with ωB97M-V/def2-TZVPD.

Each line ends with the natural charge from an NBO analysis.
CARTESIAN COORDINATES (ANGSTROEM)
N 2.21097 0.96916 -1.12730  -1.33
H 1.19485 0.72010 -1.24588  0.38
H 2.61802 0.32080 -0.42399  0.31
H 2.75253 0.94726 -2.01595  0.36
H 2.18728 1.93023 -0.70924  0.32
C -1.58566 -0.95580 1.31834  -0.62
C -0.62687 -0.03136 0.54680  -0.52
S -0.70600 -0.38891 -1.27420  -0.10
H -1.70862 -1.94344 0.87546  0.22
H -2.58468 -0.51487 1.44771  0.21
H -1.20706 -1.09612 2.33954  0.22
H -0.89031 0.99511 0.81130  0.22
H 0.38307 -0.34367 0.79205  0.21
H -2.03753 -0.60849 -1.33464  0.14

The charge is 0. Its orbital gap (spin up / spin down) is 0.172 / 0.377 Ha. As for the spin multiplicity: 2. The energy relative to the best compared isomer or geometry (same formula, charge and spin) comes out at 0.340 eV. The calculation puts the maximum force at 1.697 eV/A. Its HOMO energy (spin up / spin down) is -0.1430 / -0.3521 Eh. As for the total energy: -535.00789 a.u. The molar mass comes out at 80.18 g/mol.

Below is a 2-piece molecular cluster, C2H10NS overall in a non-equilibrium geometry, with properties calculated with ωB97M-V/def2-TZVPD.

Each line ends with the natural charge from an NBO analysis.
CARTESIAN COORDINATES (ANGSTROEM)
N 2.13373 -1.38381 0.02016  -0.90
H 2.07925 -2.39161 0.03739  0.45
H 1.14484 -1.03681 -0.17202  0.43
H 2.69635 -1.07271 -0.77131  0.44
H 2.64258 -0.98795 0.81324  0.45
C -0.25014 1.60187 -0.89628  -0.71
S -0.78178 -0.08667 -0.35675  0.16
C -0.97963 0.17216 1.47570  -0.72
H 0.18486 2.17658 -0.08268  0.23
H 0.58569 1.37786 -1.56023  0.22
H -1.02272 2.12591 -1.44108  0.25
H -0.44782 -0.61766 1.99392  0.22
H -2.06248 0.17729 1.58432  0.25
H -0.67025 1.15649 1.81875  0.24

The charge is +1. Its orbital gap is 0.338 Ha. The energy relative to the best compared isomer or geometry (same formula, charge and spin) comes out at 0.387 eV. The calculation puts the maximum force at 1.343 eV/A. Its HOMO energy is -0.4820 Eh. As for the total energy: -534.87455 a.u. The molar mass comes out at 80.18 g/mol.

Below is a 2-piece molecular cluster, C2H10NS overall in a non-equilibrium geometry, with properties calculated with ωB97M-V/def2-TZVPD.

Each line ends with the natural charge from an NBO analysis.
CARTESIAN COORDINATES (ANGSTROEM)
N 0.85919 -2.34394 -1.12568  -0.87
H 0.92201 -3.16551 -0.51459  0.48
H -0.06960 -2.33583 -1.56018  0.45
H 1.54268 -2.40693 -1.88575  0.48
H 0.91624 -1.45168 -0.57719  0.42
C -1.61813 1.07610 -0.05635  -0.78
S -0.06623 0.23185 0.32610  0.79
C 0.71500 1.50974 1.31271  -0.78
H -1.59651 1.33807 -1.12073  0.31
H -2.45475 0.37710 0.06805  0.31
H -1.78606 1.90072 0.62896  0.29
H 0.07487 1.79987 2.15056  0.31
H 0.91278 2.36684 0.65907  0.31
H 1.64850 1.10360 1.69502  0.29

The charge is +2. Its orbital gap (spin up / spin down) is 0.465 / 0.340 Ha. As for the spin multiplicity: 2. The energy relative to the best compared isomer or geometry (same formula, charge and spin) comes out at 0.051 eV. The calculation puts the maximum force at 2.644 eV/A. Its HOMO energy (spin up / spin down) is -0.7597 / -0.8097 Eh. As for the total energy: -534.41163 a.u. The molar mass comes out at 80.18 g/mol.

Below is a 2-piece molecular cluster, C2H10NS2 overall in a non-equilibrium geometry, with properties calculated with ωB97M-V/def2-TZVPD.

Each line ends with the natural charge from an NBO analysis.
CARTESIAN COORDINATES (ANGSTROEM)
C 0.39319 4.07095 -0.78663  -0.44
N 0.15034 2.76094 -0.09963  -0.67
H 1.30687 4.00729 -1.40770  0.25
H -0.32080 4.18436 -1.61268  0.25
H 0.45084 4.90137 -0.08951  0.26
H 0.55167 1.98984 -0.63397  0.45
H -0.83878 2.52592 0.05301  0.45
H 0.57672 2.74582 0.83392  0.45
C -0.48682 -4.42178 -0.20584  -0.76
S -1.37253 -3.49922 1.07212  0.08
S -0.06951 -2.17037 1.95948  -0.16
H 0.53878 -4.09109 -0.38475  0.24
H -1.14558 -4.37061 -1.08280  0.23
H -0.44497 -5.45416 0.09403  0.23
H 0.71057 -3.17926 2.29095  0.14

The charge is +1. Its orbital gap is 0.247 Ha. The energy relative to the best compared isomer or geometry (same formula, charge and spin) comes out at 1.106 eV. The calculation puts the maximum force at 1.939 eV/A. Its HOMO energy is -0.3993 Eh. As for the total energy: -933.04356 a.u. The molar mass comes out at 112.24 g/mol.

Below is an isolated ion of composition C2H10NSi and charge +1 in a non-equilibrium geometry, with properties calculated with ωB97M-V/def2-TZVPD.

Each line ends with the natural charge from an NBO analysis.
CARTESIAN COORDINATES (ANGSTROEM)
C -1.26514 -0.12679 -1.07848  -0.65
C 0.12733 -0.70731 -1.13288  -0.75
Si 0.88014 -0.67216 0.75776  1.14
N 0.71132 1.21039 1.44162  -0.99
H -1.95963 -0.57360 -0.35753  0.22
H -1.29489 0.96830 -1.04942  0.20
H -1.73427 -0.29147 -2.06422  0.25
H 0.62385 -0.23204 -1.85643  0.23
H 0.03062 -1.74279 -1.45260  0.26
H -0.18007 -1.22053 1.66868  -0.12
H 2.25661 -1.16315 0.66254  -0.11
H 1.49278 1.70835 1.66528  0.43
H 0.06834 1.13116 2.17913  0.44
H 0.24300 1.71164 0.61654  0.45

The charge is +1. Its orbital gap is 0.398 Ha. The energy relative to the best compared isomer or geometry (same formula, charge and spin) comes out at 1.690 eV. The calculation puts the maximum force at 5.542 eV/A. Its HOMO energy is -0.5449 Eh. Its SMILES is CC[SiH2][NH3+]. As for the total energy: -426.17152 a.u. The molar mass comes out at 76.19 g/mol.